(1)
A structure of composition C4H13N2O2 at a distorted geometry. Source: the OMol25 dataset; level of theory: wB97M-V/def2-TZVPD.

Values from the calculation:
- molar mass (g/mol) = 121.16
- ΔE to the lowest compared entry with this formula, charge and spin (kJ/mol) = 153.8
- HOMO energy (spin up / spin down) (hartree) = 0.158 / -0.034
- LUMO energy (spin up / spin down) (eV) = 6.744 / 6.651
- total energy (a.u.) = -419.98891

Structure (ORCA input):
```
! wB97M-V def2-TZVPD RIJCOSX def2/J DEFGRID3
* xyz -2 2
H 1.9021 -0.9204 0.3826
N -0.4825 1.6838 0.1790
C -0.1478 1.4427 -1.2199
H -0.2311 3.6228 -1.3217
H 0.4480 2.0387 1.9266
H 0.9575 1.1201 -1.3052
H 1.2943 -0.0304 2.4898
H -1.2739 1.0469 0.4780
H -1.0453 -3.8506 0.5381
H 1.6111 1.5782 0.8731
H -0.4945 -2.6347 -0.3663
C 0.5530 -0.1188 1.7029
H -1.3724 2.7529 -2.2651
O -0.9918 -3.7415 -0.3346
H 1.0811 -2.1654 1.3660
N -0.4600 2.6844 -1.8494
H -0.4528 -0.3602 2.1849
O 0.1339 -1.4626 -0.3405
H -0.6299 0.6932 -1.8147
C 0.9407 -1.2833 0.6698
C 0.5987 1.3200 1.1686
*
```

(2)
A structure of composition C24H35ORu at a distorted geometry. Source: the OMol25 dataset; level of theory: wB97M-V/def2-TZVPD.

Values from the calculation:
- molar mass (g/mol) = 440.61
- HOMO energy (spin up / spin down) (hartree) = -0.377 / -0.414
- LUMO energy (spin up / spin down) (eV) = -3.913 / -4.614
- total energy (a.u.) = -1105.12425

Structure (ORCA input):
```
! wB97M-V def2-TZVPD RIJCOSX def2/J DEFGRID3
* xyz 1 5
C -0.6326 -3.4701 0.7547
C 0.1956 -4.5787 0.5201
C 0.9870 1.5687 -1.7511
H -0.8143 3.7226 0.6654
H 1.0588 -1.3137 3.7610
H -0.1873 -2.7620 1.4629
H 2.3310 3.0860 -1.1027
H 2.8780 1.5450 0.8561
H 2.5337 -2.2786 -1.7926
C 1.5630 -2.1327 -2.2727
C -1.4747 -1.1980 -2.3903
H 0.4655 -6.6150 -0.3259
Ru 0.8009 0.3047 -0.0876
H -1.4327 2.9116 -1.6893
C -1.5613 1.9317 -2.1616
C 3.3665 0.5077 -1.8563
C -3.6292 2.5037 0.9395
H 4.4107 -0.8262 1.3629
C -0.2127 -5.7419 -0.2188
H -3.4149 -4.6458 -1.0767
C -2.4005 -4.6713 -0.6947
H -3.9112 3.3615 1.5611
H 3.7995 -0.4938 -1.7928
C 3.4249 -1.1418 1.6794
C 1.7601 0.5222 2.3365
H 3.7202 1.0895 -1.0001
H -1.8885 4.0966 2.0344
O -1.7442 0.9895 1.0121
H 1.2066 -4.5842 0.9497
C -1.2963 3.3023 1.5634
H 1.6817 -2.3490 -3.3444
H 2.4288 -1.3998 4.8578
H 2.7573 -1.0417 0.8165
H 1.5369 3.4380 -2.6523
C 1.8616 1.3780 1.1854
C 1.0685 -0.7479 -2.0431
H -2.4398 1.4433 -1.7238
H 0.7732 0.4437 2.7898
H -1.7852 -1.1514 -3.4455
H -3.7807 2.7825 -0.1143
C 2.1360 -1.4236 3.8155
H 3.4422 -2.2100 1.9081
H -1.8906 -6.6628 -1.2759
H -2.3292 -0.8857 -1.7799
C -2.1799 2.1540 1.1661
H 0.6253 3.5756 -1.1383
C -0.3005 -0.3276 -2.1227
C -1.4949 -5.7763 -0.7698
H -0.5259 2.9503 2.2568
H 1.2774 2.2816 1.3082
H 0.8591 -2.8625 -1.8621
C 1.3944 2.9941 -1.6580
H -4.2617 1.6431 1.1756
H -1.2682 -2.2377 -2.1347
H 3.7427 0.9931 -2.7659
C 2.7170 -0.3794 2.8137
C 1.8843 0.4291 -1.8434
H -1.7830 2.1072 -3.2263
H 2.3590 -2.4176 3.4296
C -0.3500 1.0893 -1.9913
C -1.8530 -3.6104 -0.1279
*
```

(3)
The molecule C4H7ClFN at a distorted geometry. Source: the OMol25 dataset; level of theory: wB97M-V/def2-TZVPD.

Values from the calculation:
- molar mass (g/mol) = 123.56
- ΔE to the lowest compared entry with this formula, charge and spin (kJ/mol) = 125.2
- HOMO energy (hartree) = -0.313
- LUMO energy (eV) = 0.958
- total energy (a.u.) = -771.35068
- SMILES = CN[C@@H]1[C@H](F)[C@H]1Cl

Structure (ORCA input):
```
! wB97M-V def2-TZVPD RIJCOSX def2/J DEFGRID3
* xyz 0 1
C 0.6675 1.2839 0.4280
C 0.4546 -0.1986 0.7912
H -2.4998 -0.9157 -0.5806
H 1.0198 0.0021 -1.4032
C -1.4588 -0.5851 -0.7126
N -0.8592 -0.6820 0.6827
H 0.8596 -0.4192 1.7846
C 1.3468 0.1792 -0.3952
H -1.1204 -1.6038 1.1984
Cl 3.1021 -0.1053 -0.1251
F -0.3565 2.0122 -0.1184
H -1.5078 0.4105 -1.1457
H -0.9527 -1.2508 -1.4349
H 1.3049 1.8725 1.0307
*
```

(4)
A cluster of 2 separate species, C2H7N in total at a distorted geometry. Source: the OMol25 dataset; level of theory: wB97M-V/def2-TZVPD.

Values from the calculation:
- molar mass (g/mol) = 45.09
- ΔE to the lowest compared entry with this formula, charge and spin (kJ/mol) = 116.1
- HOMO energy (hartree) = -0.370
- LUMO energy (eV) = 0.900
- total energy (a.u.) = -135.10078
- SMILES = C=N.C

Structure (ORCA input):
```
! wB97M-V def2-TZVPD RIJCOSX def2/J DEFGRID3
* xyz 0 1
C -1.7036 -1.3163 1.7834
C 1.3334 1.4631 -1.6584
H -2.3709 -0.5977 2.2510
H 3.0530 0.8023 -1.9136
H -1.6816 -1.1444 0.7072
H -2.0228 -2.3476 1.8968
H -0.7338 -1.1168 2.2296
H 0.5450 2.1409 -1.9725
N 2.5747 1.6933 -1.7842
H 1.0065 0.4232 -1.5394
*
```

(5)
A cluster of 16 separate species, C4H30BO23 in total at a distorted geometry. Source: the OMol25 dataset; level of theory: wB97M-V/def2-TZVPD.

Values from the calculation:
- molar mass (g/mol) = 457.07
- ΔE to the lowest compared entry with this formula, charge and spin (kJ/mol) = 107.2
- HOMO energy (hartree) = -0.313
- LUMO energy (eV) = 1.518
- total energy (a.u.) = -1926.16111

Structure (ORCA input):
```
! wB97M-V def2-TZVPD RIJCOSX def2/J DEFGRID3
* xyz -1 1
H -13.4280 -25.7331 -5.3000
H -7.3110 -22.8767 -8.4728
O -11.4335 -24.7875 -8.5740
O -8.7938 -22.5935 -7.0773
O -14.8687 -25.1508 -9.6897
O -7.3722 -29.3537 -6.7657
H -7.1528 -29.0415 -10.2546
O -6.4992 -29.7085 -10.4987
H -7.9994 -29.0809 -7.4411
O -7.3273 -26.7844 -8.5199
H -14.4940 -24.4199 -9.1841
O -15.3339 -21.4925 -8.2449
O -12.9575 -23.1709 -8.3522
H -14.4042 -21.7030 -8.0855
H -7.6276 -28.8597 -5.9814
O -5.5222 -24.7506 -7.4250
H -7.0504 -23.3071 -12.0467
H -5.7271 -29.1947 -10.7529
H -7.5640 -23.6687 -10.6498
O -8.6065 -30.0801 -12.8039
O -9.0653 -25.3341 -8.4639
O -6.6141 -22.8753 -9.1505
O -6.6194 -26.7795 -12.4191
H -8.8391 -29.1487 -12.8173
O -12.1087 -18.7917 -12.2235
H -8.2287 -30.2111 -11.9261
H -7.3076 -27.0645 -13.0258
H -13.8998 -25.4187 -6.7145
H -13.5623 -27.2829 -8.5552
H -9.0195 -23.4310 -7.5035
C -9.1441 -26.8957 -10.1660
H -6.2836 -21.9709 -9.1633
B -10.1977 -25.0095 -9.3643
H -10.1512 -23.2749 -12.6982
H -5.7903 -24.1439 -8.1329
C -10.9884 -22.8814 -9.7880
O -11.1526 -21.8104 -10.2956
C -8.3450 -26.3467 -8.9602
O -7.5234 -23.9905 -11.5650
H -9.4564 -19.1580 -9.5323
H -15.7763 -22.3457 -8.2612
H -6.2869 -25.3347 -7.3418
O -8.9012 -27.8892 -10.7871
O -12.8612 -27.7981 -8.9683
O -13.5894 -26.1401 -6.1558
O -9.9592 -23.4983 -13.6150
H -9.5755 -20.1972 -10.6383
H -11.7025 -19.5041 -11.7179
H -9.3635 -24.2507 -13.5438
H -12.0505 -27.3914 -8.6518
H -9.1383 -22.6878 -6.1843
O -9.2658 -19.3001 -10.4640
O -10.2100 -26.1372 -10.2992
O -10.0395 -23.7420 -10.1097
H -7.0747 -26.2682 -11.7453
C -11.9436 -23.6064 -8.8369
H -12.8387 -19.2075 -12.6909
H -14.4426 -25.0944 -10.5505
*
```

(6)
The molecule C4H4OS at a distorted geometry. Source: the OMol25 dataset; level of theory: wB97M-V/def2-TZVPD.

Values from the calculation:
- molar mass (g/mol) = 100.14
- ΔE to the lowest compared entry with this formula, charge and spin (kJ/mol) = 162.4
- HOMO energy (spin up / spin down) (hartree) = -0.253 / -0.376
- LUMO energy (spin up / spin down) (eV) = 0.091 / -2.398
- total energy (a.u.) = -628.04330

Structure (ORCA input):
```
! wB97M-V def2-TZVPD RIJCOSX def2/J DEFGRID3
* xyz 0 3
S 1.2137 -2.1927 -4.1284
C 0.8708 -0.2928 -0.9780
C 0.2673 -1.5665 -1.1722
H -0.7243 0.5385 0.5076
C 0.2859 0.4501 0.2947
H -0.2009 -2.3423 -0.6081
H 0.7197 -0.0982 1.0275
C 0.8354 -2.2639 -2.6565
H 0.6731 1.4874 0.2033
O 1.7395 0.2436 -1.6563
*
```

(7)
A structure of composition C14H36Cl2InN3P at a distorted geometry. Source: the OMol25 dataset; level of theory: wB97M-V/def2-TZVPD.

Values from the calculation:
- molar mass (g/mol) = 463.16
- HOMO energy (hartree) = -0.101
- LUMO energy (eV) = 2.189
- total energy (a.u.) = -2171.14558

Structure (ORCA input):
```
! wB97M-V def2-TZVPD RIJCOSX def2/J DEFGRID3
* xyz -1 1
H 2.5203 -0.5547 -2.4870
C 2.3007 -0.6065 5.3323
H -2.1907 -2.2973 -3.6437
C -2.3574 -0.0874 -5.2769
H -2.3164 0.7368 -3.2616
C 0.2001 0.2842 4.4111
H -0.0900 -2.8367 -4.2095
H -1.8618 -1.4523 -2.0666
H -3.4531 -1.2895 -2.8825
C 0.8281 -2.4634 -3.7260
C 1.1582 -1.0164 -4.1214
H 0.7331 -2.5498 -2.6296
C -1.9260 -0.2892 5.4921
H 1.7385 -1.5273 5.5490
H 2.8894 0.3691 -3.9800
C -2.3689 -1.3890 -3.0495
C 0.7627 1.9324 -5.6046
H -0.8850 0.5284 7.4919
H 0.6433 -0.0350 -0.2717
N -0.5025 0.0194 5.5474
H -0.8038 2.3368 -4.1803
C 2.2465 0.8472 3.3116
H 0.0500 1.5480 -6.3439
H 3.2754 -1.3561 -3.8906
H 2.3023 0.1174 2.4844
Cl 1.5895 -2.0232 1.4401
H 2.5607 -0.1109 6.2756
H -1.3141 -1.5833 0.6760
H -2.5466 0.6261 5.5611
C -1.9092 -0.1387 -3.8131
C 2.5423 -0.5977 -3.5844
H 2.0250 2.1282 -2.9983
H -2.1506 -0.8261 4.5586
H 0.5697 1.3101 6.8371
H 1.7058 1.3775 -5.6891
N -0.4405 0.5625 3.2568
H 1.6626 -3.1095 -4.0502
H 1.1542 -0.9453 -5.2176
H -1.3564 0.9864 3.3969
H 3.2616 1.1410 3.6006
H 0.4958 2.4453 -2.1155
H 3.2295 -0.8992 4.8385
H -2.4285 0.9466 -5.6381
H -1.6773 -0.6505 -5.9249
H 1.6803 1.7264 2.9747
H 0.9759 2.9781 -5.8522
H 1.0936 3.6189 -3.3365
N 1.5521 0.2630 4.4425
C 1.0186 2.5538 -3.0807
In -0.2567 -0.3340 1.3176
H -2.1429 -0.9252 6.3564
C -0.0039 0.3761 6.8632
H 0.5862 -0.4334 7.3105
H -3.3471 -0.5420 -5.3771
Cl -1.5242 1.3856 -0.2034
P -0.1217 0.1779 -3.6314
C 0.1894 1.8636 -4.1838
*
```

(8)
A structure of composition C20H47NO4P3Yb at a distorted geometry. Source: the OMol25 dataset; level of theory: wB97M-V/def2-TZVPD.

Values from the calculation:
- molar mass (g/mol) = 631.56
- ΔE to the lowest compared entry with this formula, charge and spin (kJ/mol) = 204.4
- HOMO energy (spin up / spin down) (hartree) = -0.492 / -0.494
- LUMO energy (spin up / spin down) (eV) = -4.947 / -6.492
- total energy (a.u.) = -3328.11106

Structure (ORCA input):
```
! wB97M-V def2-TZVPD RIJCOSX def2/J DEFGRID3
* xyz 2 2
H 1.2600 5.6740 -0.8999
H -0.6736 2.2478 2.0812
H 1.1919 -4.6546 -1.2558
H 1.5105 -2.0635 2.2542
H -2.6276 -5.3019 -0.9780
C -0.5181 -2.3936 5.1141
H -0.8721 -5.4842 -0.9040
H 1.7230 -1.0341 -1.5907
O 0.7042 -0.2436 3.3987
H -2.8425 1.5516 5.6183
C -1.1733 3.1538 1.6472
H -0.7291 3.4306 -2.7642
H -0.6202 4.0352 2.0193
H -1.1390 5.3793 -0.2180
O -1.2379 -1.8348 3.9889
C -1.7255 -4.3807 1.5092
H 0.8901 -5.3133 0.3884
H 1.0493 3.4529 -2.8679
C 1.6019 -3.0820 1.8474
C 1.4270 0.4694 4.4195
H -2.0881 4.5147 -1.4610
H 2.5474 3.5551 -0.6957
C 1.4441 -4.5601 -0.1905
H -1.7032 -3.6355 2.3182
O 0.9501 0.3370 0.3547
H -0.8888 -5.0821 1.6456
H 2.4792 0.2384 4.2486
H 3.2407 3.3831 1.5481
H -3.3464 0.0527 4.7616
H 1.0621 1.2165 -3.6866
Yb -1.3092 0.4039 0.6409
H -2.1983 3.2041 2.0651
H -2.6553 -4.9603 1.6023
H 0.9268 -0.9064 -3.2300
H -0.7160 0.2714 -1.8408
H 1.2690 1.5533 4.3273
H -2.5766 0.4658 -0.7414
H -0.0322 -2.8836 -2.2500
H -1.9494 2.3947 -0.2550
P -0.4356 -2.3361 0.0300
C 2.1683 3.1633 1.3936
H -2.7601 4.7473 0.1698
H 0.9671 -3.7538 2.4449
N 0.2762 0.4670 -1.8348
C 1.2365 -3.1464 0.3557
H 2.0529 2.0651 1.4583
H -1.3166 -1.7418 -2.1184
H -1.6082 -4.2862 -2.0038
O -1.2921 0.6514 4.6196
H -1.0416 -3.3452 5.3206
P -0.9535 -0.3353 3.2994
C 0.7769 -0.9386 -2.1381
C -1.8352 4.5433 -0.3891
H 2.6457 -3.4134 1.9757
H 1.6062 3.6383 2.2186
H -0.5652 -1.7196 5.9996
C 0.7273 1.0934 -0.6298
C -1.7043 -3.7213 0.1177
C -2.5331 0.5296 5.3554
C 0.1847 2.8871 -2.4738
H -0.6976 1.1669 -3.5588
C 0.2120 1.4469 -3.0276
H -2.6374 -3.1364 0.0110
C -1.2527 3.2030 0.1078
H 0.7572 5.5704 0.8235
H -2.3531 -0.0520 6.2852
H 1.9330 -2.4804 -0.1854
H 2.4743 5.7309 0.3914
H 0.5411 -2.6082 4.8514
C -1.6800 -4.7505 -1.0145
C -0.3050 -1.9689 -1.7379
H 2.5138 -4.8069 -0.0919
H 1.1352 0.1261 5.4194
C 1.5224 5.2776 0.0904
C 1.7460 3.7525 0.0382
P 0.3581 2.8716 -0.6869
*
```